{
  "formula": "C38H35N5O5S2Zr",
  "method": "ωB97M-V/def2-TZVPD",
  "orbital_gap_ha": 0.286,
  "e_tot_ev": -80618.6571,
  "de_lowest_kcal_mol": 19.7,
  "homo_energy_ev": -7.98,
  "lumo_energy_ha": -0.0072,
  "elements": ["Zr", "C", "C", "N", "N", "C", "S", "S", "C", "C", "C", "C", "C", "C", "C", "C", "C", "C", "C", "C", "C", "O", "H", "H", "H", "H", "H", "H", "H", "H", "H", "H", "H", "H", "H", "H", "O", "C", "C", "C", "C", "C", "C", "C", "O", "N", "N", "C", "C", "C", "C", "C", "C", "C", "O", "H", "H", "H", "H", "H", "H", "H", "H", "H", "H", "O", "C", "C", "C", "C", "C", "C", "C", "C", "N", "H", "H", "H", "H", "H", "H", "H", "H", "H", "H", "H"],
  "positions_angstrom": [[-0.107, 0.430, -0.474], [4.025, -1.537, -0.584], [2.542, -1.307, -0.690], [2.004, -0.273, -0.105], [2.915, 0.619, 0.474], [2.395, 1.562, 1.173], [0.728, 1.800, 1.608], [3.485, 2.795, 1.809], [4.826, 2.813, 0.585], [5.802, 1.668, 0.593], [6.409, 1.241, 1.771], [7.350, 0.224, 1.750], [7.707, -0.373, 0.547], [7.111, 0.051, -0.630], [6.159, 1.061, -0.605], [1.767, -2.293, -1.465], [2.485, -3.332, -2.089], [1.882, -4.338, -2.808], [0.495, -4.350, -2.929], [-0.247, -3.356, -2.338], [0.358, -2.321, -1.613], [-0.454, -1.424, -1.070], [4.492, -0.765, 0.008], [4.478, -1.542, -1.576], [4.211, -2.509, -0.123], [5.343, 3.745, 0.828], [4.382, 2.939, -0.402], [6.127, 1.700, 2.712], [7.810, -0.102, 2.674], [8.445, -1.165, 0.531], [7.376, -0.411, -1.574], [5.681, 1.376, -1.527], [3.560, -3.358, -2.006], [2.484, -5.110, -3.267], [-0.001, -5.136, -3.485], [-1.326, -3.333, -2.416], [3.276, 4.002, -2.816], [3.649, 2.792, -3.265], [4.903, 2.685, -3.867], [5.344, 1.470, -4.352], [4.546, 0.331, -4.252], [3.302, 0.431, -3.662], [2.837, 1.649, -3.159], [1.539, 1.680, -2.471], [0.837, 0.593, -2.386], [1.137, 2.803, -1.919], [-0.070, 2.569, -1.277], [-0.845, 3.565, -1.079], [-2.160, 3.429, -0.498], [-2.923, 4.584, -0.285], [-4.220, 4.511, 0.171], [-4.788, 3.257, 0.396], [-4.062, 2.103, 0.188], [-2.729, 2.162, -0.238], [-2.038, 1.045, -0.412], [2.353, 3.930, -2.473], [5.511, 3.577, -3.940], [6.320, 1.407, -4.816], [4.894, -0.618, -4.636], [2.660, -0.436, -3.565], [-0.517, 4.553, -1.399], [-2.472, 5.548, -0.491], [-4.795, 5.411, 0.338], [-5.814, 3.185, 0.733], [-4.507, 1.129, 0.344], [0.519, -3.131, 1.244], [1.303, -3.465, 2.377], [0.971, -2.633, 3.606], [0.832, -1.126, 3.306], [-0.611, -0.715, 3.206], [-1.302, -0.383, 4.368], [-2.660, -0.128, 4.313], [-3.306, -0.236, 3.094], [-2.546, -0.547, 1.981], [-1.227, -0.753, 2.016], [-0.406, -3.018, 1.496], [2.339, -3.288, 2.077], [1.209, -4.530, 2.621], [1.761, -2.798, 4.342], [0.049, -3.004, 4.063], [1.354, -0.874, 2.384], [1.292, -0.551, 4.110], [-0.766, -0.333, 5.307], [-3.205, 0.139, 5.209], [-4.369, -0.068, 2.997], [-3.003, -0.620, 1.004]]
}

=====

{
  "formula": "C44H53AlBO5P2",
  "method": "ωB97M-V/def2-TZVPD",
  "orbital_gap_ha": 0.255,
  "e_tot_ev": -82582.2147,
  "charge": -1,
  "de_lowest_kcal_mol": 0.0,
  "homo_energy_ev": -4.70,
  "lumo_energy_ha": 0.0823,
  "elements": ["C", "O", "B", "O", "Al", "C", "P", "P", "O", "O", "O", "H", "H", "H", "H", "H", "H", "H", "H", "H", "H", "H", "C", "C", "C", "C", "C", "C", "H", "H", "H", "H", "H", "H", "C", "C", "C", "C", "C", "C", "H", "H", "H", "H", "H", "H", "C", "C", "C", "C", "C", "C", "H", "H", "H", "H", "H", "H", "C", "C", "C", "C", "C", "C", "H", "H", "H", "H", "H", "H", "C", "C", "C", "C", "C", "C", "H", "H", "H", "H", "H", "H", "C", "C", "C", "C", "C", "C", "H", "H", "H", "H", "H", "H", "C", "C", "C", "C", "C", "C", "H", "H", "H", "H", "H", "H"],
  "positions_angstrom": [[3.837, -2.969, 0.704], [3.324, -3.307, -0.576], [1.951, -3.099, -0.792], [1.316, -4.097, -1.499], [0.991, -1.332, -0.016], [2.164, 0.296, -0.054], [-1.127, -0.808, -0.987], [-2.366, -2.307, -0.089], [-2.083, -3.701, -0.484], [-2.176, -2.095, 1.486], [-3.906, -1.932, -0.345], [3.050, -2.796, 1.439], [4.457, -2.073, 0.632], [4.445, -3.802, 1.056], [1.524, -4.956, -1.122], [0.615, -1.665, 1.554], [1.613, 1.234, -0.161], [2.686, 0.354, 0.907], [2.941, 0.272, -0.822], [-1.142, -1.129, -2.357], [-1.256, -1.803, 1.655], [-4.444, -2.601, 0.097], [2.357, 5.436, 1.734], [3.423, 4.560, 1.882], [3.210, 3.281, 2.375], [1.929, 2.869, 2.704], [0.859, 3.737, 2.545], [1.074, 5.023, 2.066], [2.525, 6.435, 1.353], [4.425, 4.875, 1.618], [4.041, 2.599, 2.500], [1.765, 1.866, 3.076], [-0.143, 3.411, 2.793], [0.239, 5.703, 1.946], [-6.725, -7.179, -1.213], [-6.582, -6.607, 0.043], [-5.426, -5.904, 0.357], [-4.410, -5.762, -0.581], [-4.561, -6.335, -1.837], [-5.712, -7.043, -2.153], [-7.625, -7.730, -1.460], [-7.372, -6.710, 0.777], [-5.313, -5.464, 1.341], [-3.505, -5.205, -0.345], [-3.772, -6.223, -2.570], [-5.820, -7.492, -3.133], [6.941, 3.319, 1.203], [6.719, 3.045, -0.139], [7.697, 3.347, -1.077], [8.897, 3.915, -0.671], [9.118, 4.186, 0.672], [8.139, 3.890, 1.609], [6.178, 3.084, 1.934], [5.784, 2.598, -0.452], [7.523, 3.137, -2.124], [9.661, 4.146, -1.403], [10.055, 4.628, 0.988], [8.308, 4.104, 2.657], [6.110, -1.013, 4.931], [6.144, -0.656, 3.590], [7.092, 0.252, 3.139], [8.010, 0.798, 4.026], [7.977, 0.438, 5.366], [7.026, -0.466, 5.819], [5.368, -1.718, 5.283], [5.431, -1.083, 2.897], [7.114, 0.536, 2.095], [8.749, 1.504, 3.670], [8.694, 0.862, 6.058], [6.997, -0.743, 6.865], [-5.874, -7.761, -6.777], [-4.831, -7.402, -5.934], [-3.636, -8.105, -5.969], [-3.480, -9.164, -6.852], [-4.521, -9.522, -7.697], [-5.719, -8.822, -7.658], [-6.807, -7.213, -6.746], [-4.950, -6.572, -5.249], [-2.826, -7.827, -5.307], [-2.546, -9.710, -6.882], [-4.399, -10.347, -8.387], [-6.533, -9.104, -8.314], [-2.036, 4.942, -0.566], [-1.462, 3.678, -0.591], [-1.991, 2.685, -1.406], [-3.093, 2.965, -2.202], [-3.669, 4.229, -2.180], [-3.142, 5.218, -1.360], [-1.623, 5.715, 0.072], [-0.598, 3.462, 0.026], [-1.542, 1.693, -1.411], [-3.506, 2.191, -2.837], [-4.530, 4.444, -2.802], [-3.592, 6.203, -1.338], [-6.893, 7.685, 2.109], [-5.905, 8.053, 3.011], [-4.690, 7.381, 3.020], [-4.461, 6.347, 2.122], [-5.448, 5.982, 1.219], [-6.665, 6.649, 1.214], [-7.842, 8.207, 2.103], [-6.081, 8.862, 3.708], [-3.920, 7.664, 3.727], [-3.514, 5.823, 2.124], [-5.265, 5.177, 0.519], [-7.436, 6.360, 0.511]]
}

=====

Question: Number 1 is which compound?
Answer: C38H35N5O5S2Zr